{"formula": "C9H13NO", "method": "the ωB97M-V functional and the def2-TZVPD basis", "elements": ["O", "N", "C", "C", "C", "C", "C", "C", "C", "C", "C", "H", "H", "H", "H", "H", "H", "H", "H", "H", "H", "H", "H", "H"], "xyz": [[-2.99332, 1.56809, 1.62061], [-2.29576, -0.04059, 0.22928], [0.94638, -0.87350, 0.74475], [-2.60937, 2.15339, -0.70338], [2.04023, -3.06082, 0.41081], [1.88782, -1.60539, 0.03220], [1.28988, 1.02978, -0.66800], [0.68755, 0.45991, 0.44186], [2.18147, 0.27297, -1.41749], [-2.66694, 1.24400, 0.49679], [2.52064, -1.02383, -1.06136], [-2.13268, -0.36196, -0.70735], [3.02281, -3.47778, 0.18920], [2.62447, 0.74813, -2.28624], [1.81956, -3.25914, 1.45380], [1.33531, -3.58821, -0.23287], [-2.30551, -0.70271, 0.98545], [3.44262, -1.47262, -1.41436], [0.96530, 1.98159, -1.06928], [0.39307, -1.26357, 1.58868], [-2.78246, 3.17510, -0.38031], [-3.38540, 1.86799, -1.41088], [-0.03628, 1.01414, 1.01467], [-1.64064, 2.07758, -1.19175]], "forces_ev_per_angstrom": [[0.0547, 0.4178, -0.0646], [-0.3120, -0.0203, -0.1179], [-0.0911, 1.0228, 0.1466], [-0.1518, 0.2675, 0.2539], [0.3027, 0.1100, -0.6980], [-0.5141, -0.5406, 0.6065], [-0.4439, -0.4441, -0.5354], [0.1376, -0.1742, -0.4028], [0.2082, 0.3782, -0.2445], [0.0315, -0.7001, 0.0676], [0.5947, 0.4391, 0.9638], [0.1323, -0.0113, 0.0520], [0.0962, 0.1593, -0.0299], [0.1678, -0.1596, 0.0385], [-0.1496, 0.0681, 0.0749], [-0.0706, -0.3623, 0.2251], [-0.0710, -0.0309, -0.0493], [-0.3931, -0.2832, -0.6436], [0.2232, 0.2333, 0.3464], [0.2097, -0.4629, 0.0336], [-0.0025, 0.0366, -0.0263], [-0.0271, -0.0095, -0.1012], [0.0106, 0.0877, 0.1732], [0.0579, -0.0215, -0.0684]], "lumo_energy_ev": 0.77, "homo_energy_ev": -9.2, "smiles": "Cc1ccccc1.CC(N)=O", "gap_ha": 0.3649}



{"formula": "C22H25F2N5", "method": "the ωB97M-V functional and the def2-TZVPD basis", "elements": ["F", "F", "N", "N", "N", "N", "N", "C", "C", "C", "C", "C", "C", "C", "C", "C", "C", "C", "C", "C", "C", "C", "C", "C", "C", "C", "C", "C", "C", "H", "H", "H", "H", "H", "H", "H", "H", "H", "H", "H", "H", "H", "H", "H", "H", "H", "H", "H", "H", "H", "H", "H", "H", "H"], "xyz": [[-4.72624, 1.75292, -1.69000], [6.51969, -3.12310, 0.28391], [-4.72911, 3.42453, 2.30773], [5.74380, -2.49864, -4.13536], [0.90785, -0.11427, -3.52950], [-1.29916, 0.77362, 0.44882], [-1.14568, -3.67053, 1.80219], [4.75407, -2.44974, -3.55002], [4.29676, -1.23784, 2.37538], [-3.11061, -4.86699, 3.05778], [1.12600, 0.70142, -2.73262], [-3.87641, 2.99745, 2.94896], [0.36000, -1.13351, -0.23145], [5.42638, -1.72661, 1.79756], [-3.70779, 5.73142, -2.17755], [4.20895, -3.46963, 0.58673], [-2.73049, 4.73532, -1.92562], [-4.36366, 3.04419, -1.83153], [-5.37167, 3.97076, -2.06930], [-5.09656, 5.33526, -2.17740], [-2.02436, -4.21032, 2.29338], [5.38020, -2.78035, 0.85415], [-3.01992, 3.42161, -1.67420], [3.04685, -3.14484, 1.33320], [-2.72113, 2.42207, 3.64722], [3.53231, -2.44094, -2.79022], [-0.53926, -0.10616, 0.18033], [3.06815, -1.96782, 2.13228], [1.47978, 1.76970, -1.78385], [-2.32265, 2.62575, -1.45783], [-2.21227, 3.20872, 4.20430], [-5.82751, 6.11895, -2.31131], [6.33632, -1.14739, 1.85150], [4.34095, -4.35261, -0.02099], [-2.97876, 1.73772, 4.45555], [-2.07043, 2.06224, 2.85022], [3.75588, -3.14167, -1.98580], [3.25131, -1.51403, -2.29023], [-4.09604, -4.62206, 2.66150], [-0.09012, -1.52742, -1.14268], [1.37628, -0.82756, -0.47979], [-3.00844, -5.93636, 2.87310], [2.21920, 2.39513, -2.28403], [-6.33879, 3.51024, -2.20709], [2.19926, -3.79783, 1.18624], [2.06380, 1.38915, -0.94588], [0.33272, -1.81859, 0.61590], [0.57363, 2.30295, -1.49638], [2.17883, -1.69586, 2.68141], [4.33200, -0.35835, 3.00122], [-2.89552, -4.67667, 4.10927], [-1.68212, 4.98902, -1.98011], [-3.48722, 6.77773, -2.32914], [2.66119, -2.84004, -3.30980]], "forces_ev_per_angstrom": [[0.1681, 0.1822, -0.1096], [0.9639, -0.4469, -0.7350], [0.0293, 0.0100, 0.2422], [-0.2831, -0.0072, 0.1660], [0.1630, 0.9625, 1.1130], [2.9374, -3.4637, -0.9427], [0.4890, 0.2374, -0.4311], [0.4853, 0.5126, -0.8303], [-2.6994, -1.4697, -0.5450], [0.9880, -0.4188, -0.8905], [0.0401, -0.7590, -0.8873], [-0.0592, -0.1941, 0.0866], [-0.2258, -0.7654, -0.0086], [1.1860, -0.1259, -1.5291], [-1.6922, -1.7878, 0.5660], [0.9424, 0.1387, 0.8696], [0.1794, 1.6218, -0.4266], [0.5219, 0.9370, 0.4808], [-0.0343, -0.2968, -0.1029], [2.6830, -0.0599, -0.2020], [-0.9804, -0.2803, 0.6771], [-1.6944, 1.0050, 1.5813], [-1.9487, -1.2164, -0.5220], [1.0941, 1.3397, -0.0069], [-0.0740, 0.8844, 0.1418], [-0.4735, -0.7962, 1.0252], [-3.2303, 5.0117, 1.0326], [1.0578, -0.5905, 0.1440], [0.3378, -0.2683, -0.6673], [0.3641, 0.2265, 0.0626], [0.1503, 0.2902, -0.3392], [-0.3258, -0.2913, -0.0729], [0.2982, -0.2061, 0.2031], [-0.4668, -0.1228, -0.1925], [-0.1947, -0.5137, -0.6387], [0.1763, -0.5167, 0.3940], [-0.2840, -0.0457, 0.2731], [0.3505, 0.2173, -0.3831], [0.0973, 0.4969, 0.4525], [0.1061, -0.5789, 0.0711], [-0.0097, 0.3072, 0.3988], [0.0921, -0.1231, 0.1835], [-0.3469, 0.3867, -0.1853], [-0.3829, 0.4070, 0.1678], [-0.3764, 0.3361, 0.2854], [-0.4413, -0.3036, 0.3757], [0.3567, -0.5812, -0.4115], [0.2660, 0.0857, 0.2157], [-0.1424, 0.1365, -0.0543], [-0.2077, -0.0335, 0.0394], [-0.6150, 0.1186, -0.0155], [0.1140, 0.3087, 0.2070], [0.3481, -0.0709, 0.0101], [0.2026, 0.1742, -0.3363]], "spin_multiplicity": 2, "charge": -1, "lumo_energy_ev": [2.37, 2.41], "homo_energy_ev": [0.4, -6.4], "s_squared": 0.751, "gap_ha": [0.0710, 0.3218]}



{"formula": "C15H15ClCrNO", "method": "the ωB97M-V functional and the def2-TZVPD basis", "elements": ["Cr", "Cl", "O", "N", "C", "C", "C", "C", "C", "C", "C", "C", "C", "C", "C", "C", "C", "C", "C", "H", "H", "H", "H", "H", "H", "H", "H", "H", "H", "H", "H", "H", "H", "H"], "xyz": [[1.20970, 0.27383, -1.48979], [2.38820, 1.22271, 0.35477], [-0.99576, 0.88468, 0.37995], [-1.47471, 0.79870, 1.60027], [1.99314, -2.07501, -0.82238], [0.63591, -2.24319, -1.29444], [-0.63302, 0.58978, 2.66989], [-0.23169, -2.06605, -0.18051], [-2.50314, 0.70954, 4.19364], [-0.08791, 1.37940, -2.86958], [-2.83083, 0.94003, 1.81354], [-3.34598, 0.94278, 3.10019], [0.56780, -1.86724, 0.97629], [1.65794, 0.03968, -3.61079], [0.23386, 0.13561, -3.49791], [1.13362, 2.11041, -2.68866], [1.92749, -1.84313, 0.58550], [2.21970, 1.27271, -3.10676], [-1.13705, 0.51997, 3.96157], [2.77337, -1.71842, 1.24782], [-1.09041, 1.72561, -2.62949], [-3.45050, 1.08377, 0.92779], [0.36131, -2.50935, -2.31004], [-4.41987, 1.10525, 3.23050], [1.20326, 3.12897, -2.30748], [-0.42906, 0.32754, 4.76687], [-0.48721, -0.55579, -3.91913], [-1.30904, -2.17355, -0.19358], [3.27793, 1.53703, -3.10283], [0.20880, -1.84018, 1.99772], [0.43405, 0.48741, 2.44032], [-2.89588, 0.68643, 5.21344], [2.88846, -2.19620, -1.43116], [2.20752, -0.81373, -4.00558]], "forces_ev_per_angstrom": [[0.2484, -1.9127, 3.4190], [0.1064, 0.4203, -0.1217], [-0.7424, 0.0874, 1.1114], [0.3083, 0.1742, -0.5873], [-0.6085, 0.2830, 0.3157], [0.3128, 0.7154, 0.6510], [-0.2827, 0.0135, -0.3633], [0.7100, -0.6232, 0.0634], [0.0854, 0.1412, -0.3012], [0.0234, 0.5111, -1.5329], [0.5749, -0.1010, 0.4430], [0.5239, -0.2007, 0.1330], [0.4238, -0.5226, -0.7101], [0.1543, 1.2018, -0.6418], [0.1930, 0.8133, 0.0190], [-0.2779, -0.5007, -0.2352], [-0.6374, -0.8102, -0.4807], [-0.2060, -0.0290, -1.5938], [-0.5587, 0.1523, -0.3216], [-0.0445, 0.1596, -0.0965], [0.3316, -0.0837, -0.0038], [0.4738, -0.0481, 0.1714], [-0.0703, 0.0711, 0.1410], [0.2293, -0.0543, 0.0416], [0.0808, -0.5312, 0.1649], [-0.2160, 0.0645, -0.1201], [0.1446, -0.1388, 0.5255], [0.0528, 0.1599, -0.0319], [-0.4262, -0.1526, 0.1862], [-0.0230, 0.2490, -0.1428], [-0.6378, 0.1615, -0.2775], [0.0318, -0.0183, -0.2009], [-0.1406, 0.0477, 0.1971], [-0.1370, 0.3002, 0.1801]], "spin_multiplicity": 6, "charge": -2, "lumo_energy_ev": [4.49, 4.42], "homo_energy_ev": [3.0, -1.2], "s_squared": 8.777, "gap_ha": [0.0553, 0.2067]}



Here are the calculated strongest force on any atom numbers, same order: 1.215, 6.051, 3.925 (eV Å⁻¹).
Here are the calculated energy relative to the best compared isomer or geometry (same formula, charge and spin) numbers, same order: 6.18, 13.80, 0.00 (kcal per mole).